{"formula": "C14H13F3N", "method": "ωB97M-V/def2-TZVPD", "symbols": ["F", "C", "F", "F", "C", "C", "C", "C", "C", "C", "C", "C", "C", "C", "C", "C", "C", "H", "H", "H", "H", "H", "H", "H", "H", "H", "H", "N", "H", "H", "H"], "xyz": [[-2.04457, 3.47199, -3.56567], [-0.69076, 3.49207, -3.35084], [-0.08532, 3.28272, -4.55727], [-0.36463, 4.76402, -2.95078], [-0.28088, 2.47574, -2.32817], [0.85102, 1.69083, -2.55212], [1.16410, 0.69797, -1.64844], [0.37314, 0.48328, -0.47564], [0.71556, -0.60981, 0.34336], [0.10968, -0.99251, 1.56525], [0.91371, -1.72886, 2.48498], [0.40710, -2.14690, 3.70215], [-0.92024, -1.84635, 4.04849], [-1.74181, -1.14583, 3.15323], [-1.25540, -0.75074, 1.91257], [-0.69574, 1.39919, -0.22686], [-1.04492, 2.35069, -1.16944], [1.46804, 1.85119, -3.43112], [2.02984, 0.05579, -1.81269], [1.61023, -1.16444, 0.04854], [1.95028, -1.92753, 2.20527], [1.04527, -2.70229, 4.38946], [-1.31599, -2.16757, 5.00933], [-2.77169, -0.90296, 3.42436], [-1.93101, -0.28003, 1.19838], [-1.23966, 1.37856, 0.71478], [-1.90495, 2.99746, -1.00207], [1.45950, -2.78829, -1.13403], [0.46906, -2.86307, -1.35574], [1.74078, -3.62513, -0.62984], [1.98026, -2.74923, -2.00944]], "forces_ev_per_a": [[1.4008, -0.0515, 0.3252], [-0.4873, 1.4596, -1.3405], [-0.5770, 0.1484, 1.2227], [-0.3270, -1.3681, -0.3026], [0.1265, -0.3064, 0.0187], [-0.0177, 0.0476, 0.0273], [-0.1540, -0.3093, 0.5603], [-0.3502, 0.8239, -1.0622], [0.5404, 0.7707, 1.0145], [-0.6228, -0.6793, 0.3685], [-0.1368, 0.0746, -0.3436], [-0.0626, 0.1060, 0.0973], [0.2852, 0.1366, -0.4019], [0.0387, 0.1099, -0.1992], [0.2422, -0.0364, 0.2779], [0.1079, -0.1303, -0.0674], [0.0801, -0.1834, 0.2910], [-0.1803, -0.0375, 0.1218], [-0.2674, 0.1143, -0.0203], [-0.2653, 0.3561, 0.2653], [-0.2909, -0.0425, 0.1600], [-0.2181, 0.1708, -0.1649], [0.0752, 0.0585, -0.1907], [0.3342, -0.2185, -0.1044], [0.1918, -0.3339, 0.2875], [0.2243, 0.0491, -0.3445], [0.2672, -0.0982, -0.0500], [0.0921, -0.2719, -0.3496], [0.2302, -0.2036, -0.0765], [-0.0887, 0.0369, -0.2194], [-0.1907, -0.1923, 0.1996]], "nbo_charge": [-0.3105, 0.9638, -0.3097, -0.3085, -0.0326, -0.1946, -0.1035, -0.1025, 0.1336, -0.2112, -0.0419, -0.2307, -0.0937, -0.2204, -0.1164, -0.1104, -0.1990, 0.2606, 0.2356, 0.2757, 0.2222, 0.2430, 0.2423, 0.2440, 0.2270, 0.2308, 0.2586, -1.0947, 0.3750, 0.3846, 0.3833], "charge": 1, "max_force_ev_per_a": 2.04, "e_tot_ha": -895.38001, "mol_weight_g_mol": 252.3}



{"formula": "C14H13N2O4", "method": "ωB97M-V/def2-TZVPD", "symbols": ["C", "O", "C", "O", "C", "C", "O", "O", "C", "N", "N", "H", "H", "H", "H", "H", "H", "C", "C", "C", "C", "C", "C", "C", "C", "C", "H", "H", "H", "H", "H", "H", "H"], "xyz": [[-3.65463, 0.55409, 2.28112], [-2.37344, -0.11012, 2.33811], [-1.30822, 0.66419, 2.02182], [-1.42104, 1.84265, 1.73501], [0.03762, -0.04005, 1.99858], [1.26374, 0.83678, 2.07433], [1.21090, 2.03993, 1.86786], [2.42709, 0.18457, 2.33299], [3.60705, 1.01510, 2.28124], [0.16622, -1.29990, 1.77347], [0.35774, -2.42407, 1.46998], [-4.37420, -0.24066, 2.48299], [-3.75743, 1.34650, 3.04330], [-3.84539, 0.98420, 1.28837], [4.41675, 0.30854, 2.44977], [3.72508, 1.49486, 1.30030], [3.61811, 1.79343, 3.05908], [0.22546, -3.92171, 2.30783], [1.23422, -4.08270, 3.43760], [2.15359, -5.03908, 3.07543], [1.77073, -5.69464, 1.86459], [0.59910, -5.09396, 1.39999], [-0.12137, -5.78708, 0.43899], [0.46420, -6.88602, -0.23137], [1.71230, -7.39094, 0.13274], [2.35366, -6.81932, 1.23312], [-0.85440, -3.94501, 2.59668], [1.21142, -3.56252, 4.38705], [2.99030, -5.43734, 3.63944], [-1.17844, -5.50944, 0.24868], [-0.08203, -7.33250, -1.05428], [2.12150, -8.27332, -0.38834], [3.27718, -7.22644, 1.62737]], "forces_ev_per_a": [[0.2897, -0.1598, 0.0005], [-0.6409, -0.1953, 0.0036], [2.4138, 0.2690, 0.2309], [-0.6557, -0.4959, 0.1827], [-0.5900, 4.6293, 1.0410], [-2.0571, 0.4768, -1.9269], [0.8679, -0.4930, 0.7988], [0.1924, 0.2362, 0.1117], [-0.2767, -0.2573, -0.0031], [-0.8497, -5.2625, 0.4052], [3.0630, 2.6594, -2.5036], [0.0282, 0.1034, -0.0164], [0.2605, -0.3190, -0.3339], [0.1801, -0.0812, 0.2863], [0.0824, 0.0930, 0.0008], [-0.1797, -0.1358, 0.2498], [-0.2127, -0.2933, -0.2378], [-1.2911, -2.8939, 2.3395], [-0.6197, -0.5442, -1.5390], [0.1183, 0.3126, 0.8435], [0.9713, -0.4244, -0.6264], [-1.2245, 0.5588, 0.7984], [-0.3941, -0.0386, -0.7005], [-0.6862, 0.6695, 0.1156], [0.1393, -0.0191, 0.3821], [-0.4574, 0.5189, -0.0089], [0.8371, 0.0994, -0.0578], [0.0450, 0.2248, -0.2464], [-0.0208, 0.4162, 0.2658], [0.8426, -0.0701, -0.2522], [-0.0469, -0.1301, 0.1003], [-0.1511, 0.5950, 0.3238], [0.0228, -0.0491, -0.0275]], "nbo_charge": [-0.2548, -0.5310, 0.7400, -0.6350, -0.2936, 0.7409, -0.6327, -0.5262, -0.2539, -0.0402, -0.0472, 0.1783, 0.1828, 0.1882, 0.1820, 0.1866, 0.1831, -0.2685, -0.2009, -0.2836, -0.0782, -0.0267, -0.1923, -0.2637, -0.2454, -0.2133, 0.2188, 0.2039, 0.1947, 0.2005, 0.1949, 0.1980, 0.1946], "charge": -1, "max_force_ev_per_a": 5.35, "e_tot_ha": -951.62997, "mol_weight_g_mol": 273.3, "smiles": "COC(=O)C(/N=N/[C@@H]1C=Cc2ccccc21)=C(\\[O-])OC"}



{"formula": "C14H13N3O2S", "method": "ωB97M-V/def2-TZVPD", "symbols": ["O", "N", "N", "O", "C", "C", "C", "C", "C", "C", "C", "C", "C", "C", "C", "C", "N", "S", "C", "C", "H", "H", "H", "H", "H", "H", "H", "H", "H", "H", "H", "H", "H"], "xyz": [[-4.42541, 3.58768, 0.01736], [0.84521, -1.90726, 0.79944], [1.68611, -0.23827, -0.50151], [-1.29988, -1.19498, 2.48220], [0.63567, -0.71557, 0.26783], [2.63290, -1.15965, -0.41727], [2.90862, -3.27570, 0.80248], [4.24946, -3.39699, 0.15380], [2.13522, -2.19446, 0.43298], [4.70132, -2.39011, -0.70670], [-0.89414, 1.13350, -0.38871], [-2.02263, 1.93470, -0.20950], [-2.65219, 0.56968, 1.63811], [-1.51243, -0.24378, 1.51454], [-0.59751, 0.03790, 0.48015], [-2.93173, 1.63064, 0.80071], [3.87776, -1.27702, -1.05971], [-4.42172, 2.55080, 1.06761], [-2.20094, -2.33446, 2.52112], [-3.87943, 3.65875, 2.43126], [2.53526, -4.05528, 1.47249], [4.93190, -4.23007, 0.36607], [5.71299, -2.49851, -1.12477], [-0.21294, 1.39895, -1.18820], [-2.19384, 2.74872, -0.92836], [-3.38301, 0.39569, 2.44711], [4.25852, -0.49293, -1.55583], [-2.41961, -2.63450, 1.48748], [-3.12081, -2.08307, 3.02679], [-1.77024, -3.16156, 3.04491], [-2.87670, 4.11207, 2.24534], [-3.89693, 3.09478, 3.35925], [-4.56741, 4.50302, 2.52355]], "forces_ev_per_a": [[-0.6911, 0.0428, -1.4945], [0.2693, 0.1881, 0.3780], [0.6005, 0.9422, -0.7912], [0.0382, -0.4962, -0.0288], [1.1368, -1.0455, -0.0733], [-0.0303, 0.2724, -0.6804], [1.6735, -0.0240, -1.6001], [-1.3092, 1.5793, 0.1883], [0.3857, -1.8699, 0.7037], [-1.3549, -0.1145, 0.4924], [-0.3246, -0.1996, 1.0281], [0.1445, 0.0561, -0.8863], [-0.5912, -0.3460, 0.6086], [-0.6010, 0.2758, 0.2362], [-0.5409, 0.9394, -0.6200], [1.1822, -0.5391, 0.1477], [-0.3632, -1.8117, 2.2088], [0.5623, 1.8846, 0.5400], [0.0085, 1.1173, -1.2842], [0.6809, -0.3469, 0.6217], [0.1616, 0.3457, -0.2401], [-0.4922, 0.4532, -0.0555], [-0.7574, 0.5726, -0.0660], [0.0963, -0.2755, 0.1347], [-0.1293, -0.3193, 0.5852], [0.5873, -0.2744, -0.3013], [0.0421, 0.1254, -0.2218], [-0.0053, -0.0668, 0.2703], [-0.4048, 0.2730, 0.1220], [0.7679, -0.1852, 0.2819], [-0.6632, -0.7630, -0.1480], [0.2318, 0.0380, 0.2956], [-0.3109, -0.4284, -0.3517]], "nbo_charge": [-0.9953, -0.4738, -0.5456, -0.5274, 0.3848, 0.3534, -0.1068, -0.2956, 0.0445, 0.0147, -0.1414, -0.2253, -0.2721, 0.4115, -0.1603, -0.2710, -0.5029, 1.2884, -0.2394, -0.8052, 0.2334, 0.2336, 0.2243, 0.2378, 0.2490, 0.2134, 0.4271, 0.1845, 0.1680, 0.1984, 0.2405, 0.2112, 0.2434], "charge": 0, "max_force_ev_per_a": 2.88, "e_tot_ha": -1254.16036, "mol_weight_g_mol": 287.3}